Computed, not measured: 2 unconnected molecules or ions with the total composition C5H15NO2 in a non-equilibrium geometry, with ωB97M-V/def2-TZVPD.

As for the SMILES: CCNC[C@@H](C)O.O. As for the total charge: 0. The frontier orbital gap is 9.87 eV. As for the maximum force: 3.08 eV/Å. For the LUMO energy, the calculation gives 0.914 eV. The calculation puts the energy above the lowest of the compared OMol25 structures with the same formula, charge and spin at 180.59 kJ/mol.

Each line ends with the natural charge from an NBO analysis.
Geometry (Å):
C  -1.65726  0.54947  -1.42490  -0.220
N  -0.20328  0.44538  -1.18482  -0.647
C  0.13877  0.88416  0.20473  -0.266
C  1.50376  0.23413  0.52259  0.096
C  2.56570  1.29669  0.82831  -0.635
O  1.55407  -0.58114  1.68003  -0.753
C  -2.59540  -0.45074  -0.63181  -0.626
H  -1.93602  1.56824  -1.11809  0.158
H  -1.84318  0.25518  -2.44680  0.201
H  0.25908  0.95123  -1.92745  0.366
H  -0.66840  0.75394  0.90314  0.211
H  0.35805  1.95677  0.20735  0.183
H  1.89111  -0.37685  -0.29210  0.172
H  2.40903  1.96500  1.66892  0.217
H  2.94360  1.76265  -0.10901  0.203
H  3.43701  0.72602  1.20580  0.223
H  0.78245  -1.06802  1.97397  0.487
H  -3.49966  0.11773  -0.45975  0.213
H  -2.75291  -1.33710  -1.23666  0.213
H  -2.21951  -0.76158  0.37708  0.202
H  0.23351  -3.69589  0.41094  0.484
H  -0.30130  -2.17816  0.18871  0.485
O  -0.39923  -3.01712  0.65985  -0.969